{"formula": "C34H45N6PYb", "method": "ωB97M-V/def2-TZVPD", "homo_ev": [-0.24, -2.91], "max_force_ev_per_a": 2.7, "charge": -1, "orbital_gap_ha": [0.0976, 0.1956], "s_squared": 0.76, "multiplicity": 2, "species": ["Yb", "N", "N", "C", "C", "C", "C", "H", "H", "H", "C", "C", "H", "H", "H", "C", "C", "H", "H", "H", "C", "H", "H", "H", "C", "H", "H", "H", "C", "H", "C", "H", "C", "H", "C", "H", "C", "C", "H", "C", "C", "H", "C", "H", "N", "C", "C", "C", "H", "C", "C", "H", "H", "H", "C", "H", "C", "C", "H", "H", "H", "C", "H", "H", "H", "C", "N", "C", "N", "C", "N", "C", "P", "C", "C", "H", "H", "H", "H", "H", "H", "H", "H", "H", "H", "H", "H"], "positions_angstrom": [[0.774, -0.271, 0.707], [1.427, -2.632, 2.420], [1.350, -2.134, -1.161], [1.883, 2.172, -0.169], [2.964, 1.312, 0.144], [2.869, 0.983, 1.527], [3.655, -0.047, 2.247], [4.497, -0.391, 1.628], [3.045, -0.935, 2.525], [4.069, 0.378, 3.170], [1.751, 1.679, 2.073], [1.266, 1.542, 3.468], [1.853, 2.186, 4.145], [1.377, 0.513, 3.852], [0.213, 1.841, 3.574], [1.132, 2.398, 1.010], [-0.081, 3.245, 1.108], [-0.831, 2.818, 1.789], [-0.555, 3.389, 0.127], [0.175, 4.247, 1.491], [4.013, 0.850, -0.796], [4.929, 1.462, -0.720], [3.668, 0.921, -1.837], [4.301, -0.192, -0.593], [1.627, 2.793, -1.493], [0.550, 2.930, -1.665], [2.019, 2.171, -2.307], [2.104, 3.784, -1.580], [0.889, -3.361, 3.411], [1.386, -3.324, 4.383], [-0.255, -4.141, 3.233], [-0.657, -4.697, 4.084], [-0.874, -4.181, 1.973], [-1.816, -4.714, 1.832], [-0.219, -3.590, 0.898], [-0.598, -3.659, -0.117], [1.019, -2.922, 1.140], [1.837, -2.371, 0.124], [2.856, -2.022, 0.318], [0.919, -0.872, -1.597], [1.320, -3.062, -2.226], [1.537, -4.100, -2.084], [1.091, -2.350, -3.332], [1.072, -2.655, -4.359], [0.856, -1.034, -2.939], [0.647, 0.072, -3.805], [1.656, 0.439, -4.711], [1.447, 1.562, -5.523], [2.226, 1.857, -6.234], [0.265, 2.302, -5.440], [0.013, 3.465, -6.358], [-0.534, 4.256, -5.830], [-0.595, 3.166, -7.225], [0.957, 3.876, -6.734], [-0.699, 1.942, -4.496], [-1.618, 2.529, -4.421], [-0.519, 0.836, -3.657], [-1.551, 0.521, -2.627], [-1.721, -0.555, -2.502], [-2.500, 0.976, -2.939], [-1.310, 0.951, -1.638], [2.968, -0.277, -4.788], [2.873, -1.261, -5.264], [3.462, -0.413, -3.816], [3.645, 0.319, -5.408], [-3.767, -2.025, 3.501], [-2.856, -1.062, 4.158], [-3.618, 0.176, 4.453], [-4.205, 0.774, 3.233], [-5.071, -0.216, 2.563], [-4.352, -1.478, 2.259], [-3.332, -1.296, 1.225], [-2.027, -0.047, 1.709], [-1.645, -0.806, 3.381], [-3.173, 1.299, 2.338], [-4.583, -2.239, 4.213], [-3.217, -2.946, 3.260], [-2.944, 0.914, 4.908], [-4.438, -0.094, 5.140], [-5.442, 0.218, 1.623], [-5.914, -0.447, 3.235], [-2.830, -2.254, 1.018], [-3.798, -0.949, 0.293], [-1.104, -1.751, 3.215], [-0.978, -0.131, 3.938], [-3.646, 1.772, 1.466], [-2.581, 2.067, 2.862]]}



{"formula": "C34H46AsCl2IrN2O4STe", "method": "ωB97M-V/def2-TZVPD", "homo_ev": -6.93, "max_force_ev_per_a": 0.4, "orbital_gap_ha": 0.2561, "de_lowest_kcal_mol": 2.6, "species": ["Ir", "C", "C", "N", "C", "C", "C", "S", "N", "C", "O", "C", "C", "C", "C", "C", "C", "H", "H", "H", "H", "H", "H", "H", "H", "H", "H", "H", "H", "H", "H", "H", "C", "As", "C", "C", "C", "C", "C", "C", "C", "C", "H", "H", "H", "H", "H", "H", "H", "H", "H", "H", "H", "H", "H", "C", "C", "O", "H", "H", "H", "H", "H", "H", "C", "C", "C", "C", "C", "C", "Te", "C", "C", "C", "H", "H", "H", "H", "H", "H", "H", "H", "H", "H", "H", "Cl", "C", "Cl", "C", "O", "O", "H"], "positions_angstrom": [[-1.149, 0.507, -0.481], [-1.250, -0.541, 5.070], [-0.739, -1.685, 4.201], [0.414, -1.332, 3.375], [1.746, -1.703, 3.859], [2.457, -0.559, 4.569], [0.271, -0.729, 2.179], [-1.321, -0.387, 1.658], [1.427, -0.544, 1.518], [1.660, 0.089, 0.388], [0.880, 0.725, -0.395], [3.088, 0.078, -0.052], [4.124, -0.017, 0.872], [5.441, -0.038, 0.439], [5.728, 0.014, -0.918], [4.696, 0.088, -1.844], [3.380, 0.128, -1.411], [-2.068, -0.893, 5.699], [-1.620, 0.279, 4.456], [-0.460, -0.162, 5.720], [-1.530, -2.059, 3.550], [-0.429, -2.516, 4.835], [2.332, -2.041, 3.008], [1.614, -2.547, 4.536], [2.611, 0.273, 3.881], [3.430, -0.888, 4.938], [1.878, -0.198, 5.419], [3.885, -0.076, 1.925], [6.245, -0.100, 1.161], [6.756, -0.012, -1.255], [4.917, 0.109, -2.903], [2.563, 0.157, -2.119], [-1.165, 0.543, -4.315], [-1.079, 1.568, -2.681], [-2.291, 3.047, -2.972], [0.682, 2.437, -2.893], [0.766, 3.392, -4.043], [1.121, 2.949, -5.315], [1.163, 3.826, -6.389], [0.854, 5.166, -6.208], [0.510, 5.623, -4.943], [0.467, 4.742, -3.873], [-1.115, 1.221, -5.167], [-2.102, -0.005, -4.318], [-0.326, -0.152, -4.347], [-2.049, 3.535, -3.915], [-2.195, 3.759, -2.153], [-3.303, 2.655, -2.999], [1.389, 1.616, -3.009], [0.931, 2.923, -1.949], [1.372, 1.905, -5.463], [1.442, 3.461, -7.369], [0.888, 5.852, -7.045], [0.275, 6.668, -4.789], [0.198, 5.108, -2.888], [-0.272, 3.030, 2.562], [-1.520, 3.038, 1.710], [-1.247, 2.672, 0.342], [-0.519, 3.303, 3.589], [0.457, 3.757, 2.193], [0.192, 2.045, 2.569], [-1.976, 4.031, 1.702], [-2.260, 2.320, 2.059], [-0.373, 3.008, 0.104], [-0.631, -5.778, 3.507], [-0.679, -4.873, 2.305], [0.470, -4.541, 1.607], [0.441, -3.707, 0.488], [1.737, -3.452, -0.234], [-0.782, -3.168, 0.074], [-0.875, -1.825, -1.582], [-1.965, -3.527, 0.743], [-3.317, -3.026, 0.315], [-1.890, -4.365, 1.849], [0.397, -6.018, 3.779], [-1.154, -6.716, 3.311], [-1.111, -5.313, 4.370], [1.423, -4.947, 1.931], [2.577, -3.850, 0.336], [1.904, -2.390, -0.399], [1.737, -3.925, -1.219], [-3.344, -1.936, 0.298], [-4.089, -3.383, 0.998], [-3.560, -3.363, -0.694], [-2.806, -4.629, 2.369], [-6.095, 1.896, -0.826], [-5.447, 0.234, -0.884], [-6.428, -0.799, -1.920], [-3.993, 0.324, -1.374], [-3.190, 0.388, -0.376], [-3.734, 0.384, -2.559], [-5.489, -0.158, 0.125]]}



{"formula": "C34H46BaCl2F6NO22S2", "method": "ωB97M-V/def2-TZVPD", "homo_ev": -11.01, "max_force_ev_per_a": 5.4, "charge": 1, "orbital_gap_ha": 0.2711, "species": ["Ba", "C", "F", "F", "F", "S", "O", "O", "N", "S", "O", "O", "C", "F", "F", "F", "Cl", "C", "C", "Cl", "H", "H", "H", "H", "C", "O", "C", "C", "O", "C", "H", "H", "H", "H", "H", "H", "H", "H", "H", "H", "C", "O", "C", "C", "O", "C", "H", "H", "H", "H", "H", "H", "H", "H", "H", "H", "C", "O", "C", "C", "O", "C", "H", "H", "H", "H", "H", "H", "H", "H", "H", "H", "C", "C", "C", "O", "C", "C", "C", "O", "O", "O", "H", "H", "H", "H", "C", "C", "C", "O", "C", "C", "C", "O", "O", "O", "H", "H", "H", "H", "C", "C", "C", "O", "C", "C", "C", "O", "O", "O", "H", "H", "H", "H"], "positions_angstrom": [[2.772, -0.683, 2.342], [-1.691, -1.044, 1.792], [-1.735, -1.007, 3.118], [-2.748, -1.805, 1.446], [-1.729, 0.203, 1.281], [-0.135, -2.017, 1.229], [0.545, -2.384, 2.437], [-0.597, -3.174, 0.485], [0.893, -0.843, 0.491], [0.208, -0.658, -0.944], [1.116, -1.213, -1.911], [-1.158, -1.037, -1.177], [0.412, 1.200, -1.349], [1.666, 1.575, -1.613], [-0.344, 1.503, -2.389], [-0.056, 1.892, -0.374], [-5.545, 0.333, 3.393], [-6.785, -0.757, 2.739], [-6.396, -2.199, 2.808], [-6.134, -2.761, 4.459], [-6.937, -0.341, 1.743], [-7.741, -0.585, 3.233], [-5.455, -2.237, 2.259], [-7.129, -2.889, 2.390], [2.831, -6.991, -0.933], [2.095, -6.678, 0.184], [0.964, -5.848, -0.045], [0.095, -6.084, -1.284], [-0.330, -7.482, -1.561], [-0.675, -8.256, -0.457], [2.228, -7.453, -1.715], [3.628, -7.734, -0.896], [3.327, -6.105, -1.329], [1.247, -4.813, -0.237], [0.353, -5.822, 0.858], [0.761, -5.699, -2.056], [-0.749, -5.395, -1.318], [0.234, -8.474, 0.103], [-1.219, -9.180, -0.654], [-1.356, -7.711, 0.197], [2.851, 2.902, 1.924], [2.252, 1.851, 2.635], [1.416, 2.325, 3.728], [0.585, 1.138, 4.231], [1.438, 0.129, 4.610], [0.921, -0.879, 5.379], [3.460, 2.488, 1.120], [3.545, 3.391, 2.607], [2.142, 3.621, 1.512], [0.750, 3.108, 3.365], [2.178, 2.691, 4.416], [0.165, 0.560, 3.407], [-0.205, 1.380, 4.943], [0.863, -0.571, 6.423], [1.475, -1.811, 5.267], [-0.127, -1.089, 5.168], [3.838, -4.466, 2.479], [3.792, -3.379, 1.660], [4.468, -3.529, 0.404], [3.938, -2.435, -0.543], [4.209, -1.226, 0.155], [4.366, -0.151, -0.713], [3.437, -5.321, 1.934], [3.162, -4.207, 3.294], [4.729, -4.872, 2.957], [4.221, -4.485, -0.057], [5.518, -3.389, 0.661], [2.890, -2.611, -0.783], [4.604, -2.557, -1.397], [4.499, 0.819, -0.235], [3.529, -0.053, -1.404], [5.336, -0.273, -1.196], [-2.824, 5.807, 2.506], [-4.006, 6.167, 2.840], [-5.262, 5.733, 2.238], [-6.398, 5.953, 2.557], [-5.011, 4.898, 1.049], [-3.770, 4.410, 0.755], [-2.499, 4.774, 1.504], [-1.372, 4.309, 1.328], [-3.506, 3.506, -0.268], [-4.102, 7.185, 3.707], [-1.941, 6.293, 2.894], [-5.813, 4.588, 0.396], [-2.563, 3.334, -0.307], [-5.020, 7.452, 3.794], [1.161, 5.344, -2.903], [0.984, 5.417, -1.558], [1.405, 6.508, -0.626], [1.113, 6.566, 0.579], [2.262, 7.455, -1.294], [2.513, 7.397, -2.653], [1.872, 6.419, -3.604], [1.979, 6.373, -4.817], [3.396, 8.222, -3.318], [0.251, 4.537, -0.927], [0.674, 4.548, -3.448], [2.897, 8.157, -0.774], [3.161, 8.212, -4.248], [0.127, 4.949, -0.069], [-0.155, -1.087, -4.955], [-1.061, -2.037, -4.975], [-2.354, -1.965, -5.696], [-3.249, -2.812, -5.764], [-2.450, -0.781, -6.439], [-1.557, 0.238, -6.516], [-0.228, 0.108, -5.821], [0.711, 0.885, -5.954], [-1.647, 1.297, -7.322], [-1.095, -3.082, -4.082], [0.677, -1.137, -4.269], [-3.338, -0.822, -7.052], [-1.232, 2.003, -6.821], [-1.703, -3.770, -4.361]]}